A 9-piece molecular cluster, C37H80ClN8O13PS overall in a non-equilibrium geometry, computed with wB97M-V/def2-TZVPD.

Last column: Löwdin charge in e.
CARTESIAN COORDINATES (ANGSTROEM)
Cl: 5.217 -2.798 -0.868  0.71
S: 1.301 -1.669 -0.423  0.65
P: -0.397 0.684 1.849  1.06
O: 7.989 2.798 1.789  0.01
O: 5.608 -1.733 -7.142  0.02
O: 3.512 -4.468 0.198  0.05
O: -4.913 2.215 4.526  0.03
O: 7.514 -5.589 4.974  0.03
O: -1.435 -0.296 -6.824  0.02
O: -8.966 2.934 -2.211  0.01
O: 0.755 -2.770 0.314  -0.25
O: 1.693 -2.120 -1.730  -0.28
O: -4.668 3.638 0.803  0.04
O: 2.524 1.239 -1.002  0.01
O: -4.675 -1.395 1.361  0.03
O: 0.262 -0.496 -0.658  -0.23
N: 10.113 2.649 1.090  0.01
N: 5.755 -5.462 3.592  0.01
N: -0.624 -0.357 -4.735  0.02
N: -5.932 1.000 6.114  0.00
N: -3.632 -2.308 -0.391  0.02
N: -4.602 2.797 -1.273  0.01
N: 4.777 -1.981 -5.075  0.01
N: -9.622 3.673 -4.222  0.01
C: 0.452 0.704 0.157  -0.38
C: -1.957 1.610 1.523  -0.42
C: -6.087 -2.296 -0.353  -0.01
C: 2.714 0.234 1.169  -0.24
C: -0.617 0.106 -6.011  -0.56
C: 4.811 -2.283 -6.398  -0.56
C: 4.650 -5.965 2.790  -0.07
C: -6.467 4.256 -0.656  -0.01
C: -6.754 0.883 3.799  0.00
C: 6.469 -7.665 4.403  -0.01
C: 4.145 0.794 1.293  -0.14
C: 9.600 4.056 3.032  -0.01
C: 3.390 -2.256 1.206  -0.13
C: -10.374 4.867 -2.215  -0.01
C: -9.598 3.748 -2.866  -0.55
C: -10.309 4.542 -5.160  -0.07
C: 3.906 -2.525 -4.041  -0.09
C: -5.066 2.570 -2.629  -0.07
C: -4.758 -1.961 0.282  -0.55
C: -6.908 0.071 6.650  -0.08
C: 3.904 -3.323 0.263  -0.71
C: 4.833 0.484 2.632  -0.22
C: 2.807 -1.112 0.390  -0.29
C: 0.048 -1.725 3.223  -0.15
C: -5.791 1.427 4.827  -0.53
C: 9.159 3.124 1.930  -0.53
C: 6.634 -6.164 4.356  -0.56
C: -3.509 -2.978 -1.672  -0.06
C: -2.918 1.578 2.706  -0.18
C: 0.436 1.127 -6.374  -0.01
C: 0.259 0.000 -3.633  -0.06
C: -5.183 3.553 -0.301  -0.54
C: 1.892 1.156 0.263  -0.38
C: 3.829 -3.315 -6.899  -0.01
C: 5.760 1.616 3.121  -0.10
C: 11.540 2.920 1.101  -0.07
C: -0.921 -1.036 2.237  -0.38
H: -1.858 -0.935 2.775  0.06
H: -5.257 1.401 6.745  0.14
H: -10.256 4.792 -1.138  0.08
H: 6.581 -8.094 3.407  0.08
H: 1.435 0.714 -6.235  0.08
H: -2.450 1.739 3.673  0.07
H: -2.785 -2.051 0.091  0.11
H: 1.862 2.142 0.723  0.15
H: -1.732 2.651 1.303  0.08
H: -11.014 3.956 -5.752  0.08
H: 0.391 -2.686 2.858  0.05
H: 3.717 -5.519 3.142  0.09
H: 12.089 1.986 1.224  0.08
H: 3.977 -3.446 -7.966  0.08
H: -3.747 2.352 -0.978  0.12
H: -7.574 -0.288 5.873  0.07
H: -2.961 -2.340 -2.367  0.07
H: 0.995 0.736 -3.941  0.08
H: 2.262 0.125 2.148  0.11
H: 5.828 2.438 2.429  0.05
H: 0.313 1.396 -7.418  0.08
H: 10.313 3.560 3.692  0.09
H: 2.803 -2.986 -6.726  0.08
H: 3.335 -1.713 -3.591  0.07
H: -9.584 4.996 -5.836  0.08
H: 3.499 -0.908 -0.416  0.09
H: -2.478 1.217 0.648  0.06
H: 5.473 -0.380 2.470  0.09
H: -6.185 -3.373 -0.490  0.08
H: -7.499 0.565 7.424  0.08
H: -0.339 0.407 -2.820  0.07
H: 3.220 -3.260 -4.447  0.08
H: -5.229 1.502 -2.787  0.08
H: 10.055 4.955 2.615  0.08
H: 6.766 1.229 3.217  0.06
H: 3.992 -4.273 -6.403  0.08
H: -11.435 4.790 -2.456  0.09
H: -0.484 -1.922 4.150  0.07
H: -9.085 2.904 -4.590  0.14
H: -3.690 2.319 2.566  0.04
H: -10.850 5.327 -4.643  0.07
H: 9.752 2.034 0.379  0.14
H: 0.766 -0.893 -3.281  0.05
H: 4.248 -1.920 1.781  0.11
H: -3.451 0.632 2.756  0.05
H: 7.238 -8.077 5.049  0.08
H: 4.781 0.388 0.511  0.12
H: -6.189 -1.794 -1.315  0.08
H: 8.730 4.344 3.613  0.08
H: 3.006 2.063 -1.062  0.11
H: -5.994 3.097 -2.817  0.06
H: 11.834 3.372 0.152  0.08
H: -1.348 -1.035 -4.562  0.13
H: 5.490 1.946 4.119  0.07
H: 4.126 0.203 3.409  0.11
H: -6.881 -1.954 0.304  0.08
H: -2.951 -3.907 -1.546  0.09
H: 5.492 -7.931 4.808  0.08
H: 4.518 -2.989 -3.270  0.01
H: 5.922 -4.469 3.605  0.13
H: 4.573 -7.044 2.857  0.08
H: 11.804 3.593 1.909  0.07
H: 0.325 2.025 -5.765  0.08
H: 4.801 -5.682 1.752  0.06
H: -0.080 1.491 -0.374  0.12
H: -6.395 -0.782 7.099  0.08
H: 0.867 -1.073 3.509  0.04
H: -6.303 4.954 -1.479  0.09
H: -4.309 2.912 -3.338  0.08
H: -6.813 4.815 0.209  0.08
H: 5.456 -1.286 -4.807  0.14
H: -6.667 -0.202 3.727  0.08
H: -6.508 1.314 2.833  0.08
H: -9.996 5.837 -2.541  0.09
H: 4.119 1.866 1.107  0.11
H: -7.780 1.154 4.054  0.08
H: -4.483 -3.204 -2.093  0.07
H: -7.233 3.532 -0.937  0.06
H: -1.137 -1.660 1.377  0.04
H: 2.681 -2.702 1.890  0.12

Calculated values
Orbital gap   8.643 eV
Calculated total energy   -110853.0344 eV
F_max   3.17 eV/Å